1.
Below is a single C12H20Br2F3O5P molecule, with properties calculated with ωB97M-V/def2-TZVPD.

CARTESIAN COORDINATES (ANGSTROEM)
C (1.735, -1.944, 2.753)
C (1.084, -2.819, 1.577)
C (-0.506, -2.930, 1.732)
C (-1.298, -2.434, 0.416)
C (-2.260, -3.664, 0.015)
O (-2.191, -1.326, 0.688)
P (-1.389, 0.151, 0.434)
O (-0.083, 0.114, 1.205)
O (-1.157, 0.331, -1.222)
C (0.169, 0.846, -1.536)
C (0.228, 1.014, -3.113)
C (1.630, 0.669, -3.772)
F (2.433, -0.210, -3.031)
Br (1.206, -0.313, -5.476)
C (2.493, 1.944, -4.213)
F (2.366, 3.018, -3.344)
F (2.076, 2.354, -5.496)
Br (4.390, 1.347, -4.423)
O (-2.493, 1.309, 1.020)
C (-1.881, 2.613, 1.096)
C (-1.099, 2.731, 2.586)
C (-0.306, 4.175, 2.809)
O (0.384, 2.761, 2.522)
H (2.549, -1.258, 2.348)
H (0.944, -1.283, 3.215)
H (2.170, -2.626, 3.557)
H (1.270, -2.297, 0.580)
H (1.612, -3.821, 1.595)
H (-0.868, -2.309, 2.618)
H (-0.778, -4.013, 1.941)
H (-0.583, -2.244, -0.452)
H (-1.687, -4.561, -0.355)
H (-3.095, -3.324, -0.665)
H (-2.759, -3.969, 0.997)
H (1.011, 0.251, -1.082)
H (0.256, 1.895, -1.092)
H (0.028, 2.116, -3.336)
H (-0.579, 0.435, -3.664)
H (-1.086, 2.803, 0.320)
H (-2.646, 3.435, 1.168)
H (-1.626, 2.255, 3.519)
H (0.299, 4.232, 3.762)
H (0.035, 4.545, 1.801)

LUMO in eV: 0.16
DFT total energy in eV: -180528.55741
SMILES: CCC[C@@H](C)O[P@@](=O)(OCC[C@@](F)(Br)C(F)(F)Br)OC[C@@H]1CO1
Orbital gap in eV: 10.157

2.
Below is a molecular structure, C6H24O6Ti, with properties calculated with ωB97M-V/def2-TZVPD.

CARTESIAN COORDINATES (ANGSTROEM)
Ti (0.118, -0.046, 0.136)
C (1.532, -0.785, -2.401)
O (1.961, 0.294, -1.533)
H (1.908, -1.787, -2.193)
H (0.444, -0.727, -2.407)
H (1.704, -0.456, -3.425)
H (2.813, 0.635, -1.815)
C (-1.201, -3.403, -0.325)
O (-1.625, -2.032, -0.259)
H (-0.869, -3.927, 0.571)
H (-2.128, -3.951, -0.493)
H (-0.544, -3.692, -1.146)
H (-2.374, -1.987, -0.859)
C (2.290, -2.269, 1.745)
O (1.606, -1.848, 0.601)
H (2.097, -3.298, 2.047)
H (3.360, -2.061, 1.725)
H (2.054, -1.490, 2.470)
H (2.044, -2.333, -0.101)
C (-2.341, 0.800, 2.206)
O (-1.030, 0.452, 2.402)
H (-2.561, 1.168, 1.203)
H (-3.061, 0.156, 2.711)
H (-2.596, 1.697, 2.771)
H (-0.904, 0.401, 3.352)
C (0.819, 3.537, 0.892)
O (0.807, 2.130, 1.146)
H (-0.193, 3.820, 0.602)
H (1.067, 4.092, 1.796)
H (1.568, 3.639, 0.107)
H (0.392, 1.948, 1.992)
C (-0.898, 2.038, -2.379)
O (-1.665, 1.359, -1.402)
H (-0.026, 2.568, -1.997)
H (-0.517, 1.301, -3.086)
H (-1.485, 2.780, -2.921)
H (-2.563, 1.276, -1.732)

LUMO (spin up / spin down) in eV: -6.23 / -13.29
DFT total energy in eV: -41987.39371
Charge: +2
2S+1: 5
Energy above the lowest of the compared OMol25 structures with the same formula, charge and spin in kcal per mole: 9.1
Orbital gap (spin up / spin down) in eV: 5.329 / 3.546

3.
Below is a molecular structure, C28H30AsBN2ORe, with properties calculated with ωB97M-V/def2-TZVPD.

CARTESIAN COORDINATES (ANGSTROEM)
Re (0.042, 0.240, 1.502)
C (-0.293, 0.110, 4.700)
N (0.747, 0.031, 3.660)
C (1.345, -1.317, 3.703)
C (1.810, 1.040, 3.912)
C (2.638, 1.214, 2.664)
C (3.982, 1.540, 2.712)
C (4.686, 1.740, 1.534)
C (4.063, 1.565, 0.308)
C (2.724, 1.208, 0.254)
C (1.993, 1.040, 1.425)
H (0.111, -0.184, 5.673)
H (-1.121, -0.556, 4.454)
H (-0.675, 1.125, 4.781)
H (1.653, -1.569, 4.722)
H (2.228, -1.360, 3.063)
H (0.621, -2.068, 3.378)
H (2.427, 0.747, 4.767)
H (1.329, 1.997, 4.138)
H (4.472, 1.640, 3.670)
H (5.723, 2.029, 1.578)
H (4.616, 1.706, -0.607)
H (2.264, 1.060, -0.715)
B (-2.949, 3.316, 2.892)
C (-1.791, 2.454, 2.528)
N (-0.924, 1.703, 2.242)
H (-3.046, 3.446, 4.070)
H (-2.808, 4.410, 2.455)
H (-3.917, 2.770, 2.464)
O (-0.100, -0.779, -0.112)
As (-0.799, -0.894, -1.663)
C (-2.544, -0.051, -1.425)
C (-3.699, -0.712, -1.817)
C (-4.929, -0.090, -1.680)
C (-4.999, 1.203, -1.188)
C (-3.846, 1.863, -0.790)
C (-2.618, 1.227, -0.878)
C (0.410, 0.152, -2.787)
C (1.240, -0.504, -3.686)
C (2.154, 0.228, -4.429)
C (2.222, 1.605, -4.285)
C (1.376, 2.257, -3.402)
C (0.472, 1.533, -2.644)
C (-0.631, -2.796, -2.050)
C (0.649, -3.298, -1.829)
C (0.927, -4.627, -2.091)
C (-0.076, -5.463, -2.555)
C (-1.351, -4.966, -2.763)
C (-1.634, -3.629, -2.525)
H (-3.652, -1.705, -2.242)
H (-5.825, -0.614, -1.979)
H (-5.954, 1.699, -1.122)
H (-3.895, 2.880, -0.428)
H (-1.723, 1.738, -0.526)
H (1.172, -1.580, -3.807)
H (2.813, -0.277, -5.119)
H (2.933, 2.171, -4.866)
H (1.415, 3.332, -3.312)
H (-0.182, 2.043, -1.946)
H (1.426, -2.634, -1.454)
H (1.924, -5.004, -1.931)
H (0.140, -6.500, -2.758)
H (-2.136, -5.618, -3.112)
H (-2.631, -3.268, -2.728)

LUMO (spin up / spin down) in eV: -8.56 / -8.16
DFT total energy in eV: -98177.03143
Charge: +2
2S+1: 2
Energy above the lowest of the compared OMol25 structures with the same formula, charge and spin in kcal per mole: 28.4
Orbital gap (spin up / spin down) in eV: 6.340 / 6.632

4.
Below is a single C6H11N molecule, with properties calculated with ωB97M-V/def2-TZVPD.

CARTESIAN COORDINATES (ANGSTROEM)
C (1.840, -0.784, -0.958)
C (0.839, -1.041, -0.102)
C (-0.323, -0.125, -0.078)
C (-0.712, 0.617, -1.141)
N (-0.762, 0.151, -2.456)
C (-1.033, -0.013, 1.258)
C (-0.106, 0.656, 2.288)
H (2.754, -1.382, -1.105)
H (1.869, 0.106, -1.572)
H (0.653, -2.056, 0.262)
H (-1.116, 1.617, -1.021)
H (-0.652, 0.843, -3.205)
H (-0.473, -0.807, -2.637)
H (-1.345, -0.991, 1.659)
H (-1.955, 0.586, 1.166)
H (0.698, -0.070, 2.523)
H (0.451, 1.529, 1.966)
H (-0.627, 1.164, 3.153)

LUMO in eV: 1.06
DFT total energy in eV: -7888.29262
SMILES: C=C/C(=C\N)CC
Energy above the lowest of the compared OMol25 structures with the same formula, charge and spin in kcal per mole: 51.6
Orbital gap in eV: 8.258

5.
Below is a single C8H18NOP molecule, with properties calculated with ωB97M-V/def2-TZVPD.

CARTESIAN COORDINATES (ANGSTROEM)
C (-0.648, 0.142, 0.688)
C (0.626, 0.907, 0.232)
C (-0.711, -1.266, 0.112)
C (-1.938, 0.924, 0.437)
C (1.160, 1.814, 1.327)
C (0.483, 1.703, -1.055)
C (-1.240, -1.477, -1.270)
C (-0.993, -2.370, 1.075)
N (2.611, -0.340, -1.471)
O (2.820, -0.775, 1.055)
P (1.814, -0.579, 0.003)
H (-0.541, 0.021, 1.772)
H (-2.782, 0.390, 0.868)
H (-2.124, 1.058, -0.625)
H (-1.879, 1.903, 0.905)
H (0.444, 2.599, 1.569)
H (2.090, 2.279, 1.007)
H (1.368, 1.237, 2.226)
H (1.462, 2.061, -1.368)
H (-0.159, 2.568, -0.897)
H (0.066, 1.107, -1.861)
H (-0.940, -2.452, -1.648)
H (-0.897, -0.716, -1.963)
H (-2.334, -1.453, -1.256)
H (-0.368, -2.292, 1.961)
H (-0.828, -3.342, 0.615)
H (-2.040, -2.329, 1.395)
H (3.442, -0.916, -1.533)
H (2.037, -0.407, -2.300)

LUMO in eV: 0.26
DFT total energy in eV: -21414.04264
Energy above the lowest of the compared OMol25 structures with the same formula, charge and spin in kcal per mole: 0.0
Orbital gap in eV: 7.628

6.
Below is a molecular structure, C4H2N6O4, with properties calculated with ωB97M-V/def2-TZVPD.

CARTESIAN COORDINATES (ANGSTROEM)
C (-1.072, -0.886, -1.317)
C (-0.361, -1.001, 1.069)
C (1.358, -0.522, 0.429)
C (-0.781, 0.621, -0.179)
N (0.870, -1.687, 0.694)
N (-1.395, -0.720, 0.047)
N (-0.663, 0.302, -1.606)
N (0.292, 0.314, 0.793)
N (2.625, -0.096, -0.121)
N (-1.520, 1.877, 0.170)
O (3.433, -0.955, -0.351)
O (2.736, 1.089, -0.314)
O (-0.967, 2.632, 0.917)
O (-2.595, 2.001, -0.345)
H (-1.191, -1.755, -1.934)
H (-0.770, -1.216, 2.049)

LUMO in eV: -1.70
DFT total energy in eV: -21300.29183
Energy above the lowest of the compared OMol25 structures with the same formula, charge and spin in kcal per mole: 0.0
Orbital gap in eV: 9.435

What M values result from the calculations? In sequence: 492.063; 240.119; 682.502; 97.161; 175.212; 198.098 g mol⁻¹.